No. 1
Density functional theory data (ωB97M-V/def2-TZVPD) for a single C3H6N4S molecule in a non-equilibrium geometry.

The spin multiplicity is 1. As for the SMILES: [H]/N=C\N/C=N\C=N/S. The energy above the lowest of the compared OMol25 structures with the same formula, charge and spin comes out at 375.7 kJ/mol. The frontier orbital gap is 9.14 eV. The HOMO energy is -8.8 eV. Its total charge is 0.

Positions of all 14 atoms, in Å:
H -1.557 -0.053 1.080
N -1.346 1.048 1.278
C -0.182 1.486 0.990
N 0.948 0.711 0.456
C 1.259 -0.593 0.123
N 0.505 -1.630 0.097
C -0.892 -1.512 -0.392
N -1.394 -0.915 -1.406
S -0.604 -0.001 -2.605
H 0.165 2.620 1.473
H 1.704 1.297 0.690
H 2.410 -0.748 -0.002
H -1.715 -2.020 0.219
H 0.701 0.310 -2.000

natural (NBO) atomic charge list, values in e, 4 entries: H 0.37; N -0.63; C 0.26; N -0.66

---

No. 2
Density functional theory data (ωB97M-V/def2-TZVPD) for an isolated ion of composition C3H6NO and charge +1 in a non-equilibrium geometry.

The spin multiplicity is 1. As for the SMILES: O=C[C@H]1C[NH2+]1. The energy above the lowest of the compared OMol25 structures with the same formula, charge and spin comes out at 243.9 kJ/mol. The frontier orbital gap is 10.70 eV. The HOMO energy is -16.2 eV. Its total charge is +1.

Positions of all 11 atoms, in Å:
O 0.810 -2.278 0.207
C 1.356 -1.008 0.339
C 0.408 0.079 0.475
C -0.279 0.650 -0.740
N -0.943 -0.351 0.061
H 2.442 -0.878 0.396
H 0.554 0.753 1.470
H -0.496 1.655 -0.617
H 0.165 0.504 -1.668
H -1.826 -0.223 0.652
H -0.602 -1.427 -0.206

natural (NBO) atomic charge list, values in e, 4 entries: O -0.50; C 0.38; C -0.18; C -0.18

---

No. 3
Density functional theory data (ωB97M-V/def2-TZVPD) for C3H6NO as an isolated structure in a non-equilibrium geometry.

The spin multiplicity is 1. The energy above the lowest of the compared OMol25 structures with the same formula, charge and spin comes out at 201.5 kJ/mol. The frontier orbital gap is 10.42 eV. The HOMO energy is -14.3 eV. Its total charge is +1.

Positions of all 11 atoms, in Å:
C -0.618 -0.468 -1.022
C 0.244 0.398 -1.558
C -0.352 0.367 0.330
N 0.474 -0.305 1.358
O 0.550 1.128 -0.441
H -1.333 -1.266 -1.194
H 0.429 0.658 -2.664
H -1.240 1.057 0.723
H 1.344 -0.265 0.847
H 0.169 -1.299 1.338
H 0.334 -0.005 2.282

natural (NBO) atomic charge list, values in e, 4 entries: C -0.35; C 0.17; C 0.18; N -0.70

---

No. 4
Density functional theory data (ωB97M-V/def2-TZVPD) for a 2-piece molecular cluster, C3H6NO2 overall in a non-equilibrium geometry.

The spin multiplicity is 2. The energy above the lowest of the compared OMol25 structures with the same formula, charge and spin comes out at 234.4 kJ/mol. The frontier orbital gap (alpha / beta) is 10.12 / 5.99 eV. The HOMO energy (alpha / beta) is -9.4 / -9.4 eV. Its total charge is 0.

Positions of all 12 atoms, in Å:
C 2.544 -1.715 0.189
C 1.385 0.250 -0.328
N 2.408 -0.261 0.199
H 2.553 -2.098 -0.826
H 3.421 -1.964 0.775
H 1.694 -2.213 0.688
H 1.461 1.236 -0.785
H 0.420 -0.264 -0.322
O -2.897 1.084 -0.670
C -2.126 0.339 -0.187
O -1.444 0.597 0.910
H -1.845 -0.677 -0.535

natural (NBO) atomic charge list, values in e, 4 entries: C -0.45; C -0.04; N -0.39; H 0.21

---

No. 5
Density functional theory data (ωB97M-V/def2-TZVPD) for an isolated ion of composition C3H6NO2 and charge +1 in a non-equilibrium geometry.

The spin multiplicity is 1. As for the SMILES: CO[N+]1=C(O)C1. The energy above the lowest of the compared OMol25 structures with the same formula, charge and spin comes out at 548.2 kJ/mol. The frontier orbital gap is 10.77 eV. The HOMO energy is -15.3 eV. Its total charge is +1.

Positions of all 12 atoms, in Å:
C -1.869 0.787 0.320
O -1.219 -0.486 0.204
N 0.048 -0.466 -0.136
C 1.250 -0.939 -0.226
O 2.193 -2.039 -0.356
C 1.183 0.520 -0.319
H -2.968 0.561 -0.088
H -1.287 1.556 -0.263
H -1.799 1.024 1.397
H 1.845 -2.802 0.191
H 1.478 1.179 0.615
H 1.145 1.105 -1.338

natural (NBO) atomic charge list, values in e, 4 entries: C -0.28; O -0.25; N 0.04; C 0.60

---

No. 6
Density functional theory data (ωB97M-V/def2-TZVPD) for C3H6NO2 as an isolated structure in a non-equilibrium geometry.

The spin multiplicity is 1. The energy above the lowest of the compared OMol25 structures with the same formula, charge and spin comes out at 325.6 kJ/mol. The frontier orbital gap (alpha / beta) is 10.12 / 10.12 eV. The HOMO energy (alpha / beta) is -14.3 / -14.3 eV. Its total charge is +1.

Positions of all 12 atoms, in Å:
C 0.797 -0.960 -0.393
C 0.009 0.154 -0.070
C 1.841 -0.393 0.421
N -1.410 -0.338 0.281
O 0.520 -2.097 -0.479
O 2.685 0.509 0.023
H -0.029 1.151 -0.425
H 1.859 -0.575 1.498
H -1.858 0.455 0.938
H -1.246 -1.275 0.638
H -1.940 -0.314 -0.515
H 2.851 0.431 -0.997

natural (NBO) atomic charge list, values in e, 4 entries: C 0.36; C -0.26; C 0.30; N -0.69

---

No. 7
Density functional theory data (ωB97M-V/def2-TZVPD) for an isolated ion of composition C3H6NO3 and charge -1 in a non-equilibrium geometry.

The spin multiplicity is 1. As for the SMILES: O=C([O-])NCCO. The energy above the lowest of the compared OMol25 structures with the same formula, charge and spin comes out at 112.1 kJ/mol. The frontier orbital gap is 7.71 eV. The HOMO energy is -4.0 eV. Its total charge is -1.

Positions of all 13 atoms, in Å:
O -1.787 -1.774 1.089
C -1.218 -0.924 0.374
O -1.508 -0.487 -0.754
N -0.120 -0.264 1.016
C 0.484 0.907 0.468
C 1.601 0.543 -0.524
O 1.944 1.669 -1.363
H -0.045 -0.555 1.977
H -0.230 1.429 -0.160
H 0.753 1.626 1.257
H 2.485 0.204 -0.025
H 1.134 -0.243 -1.137
H 1.886 1.396 -2.275

natural (NBO) atomic charge list, values in e, 4 entries: O -0.81; C 0.86; O -0.81; N -0.73

---

No. 8
Density functional theory data (ωB97M-V/def2-TZVPD) for an isolated ion of composition C3H6NO3 and charge +1 in a non-equilibrium geometry.

The spin multiplicity is 1. As for the SMILES: O=C(OO)[C@H]1C[NH2+]1. The energy above the lowest of the compared OMol25 structures with the same formula, charge and spin comes out at 438.8 kJ/mol. The frontier orbital gap is 11.70 eV. The HOMO energy is -15.5 eV. Its total charge is +1.

Positions of all 13 atoms, in Å:
O -0.457 -0.838 1.484
C -0.619 0.060 0.733
O -1.416 1.086 0.964
O -1.940 0.977 2.282
C -0.105 -0.026 -0.693
C 1.216 0.301 -1.127
N 0.848 -1.105 -0.859
H -1.785 1.721 2.824
H -0.802 -0.118 -1.446
H 1.480 0.541 -2.209
H 1.749 0.867 -0.333
H 0.591 -1.825 -1.577
H 1.240 -1.639 -0.041

natural (NBO) atomic charge list, values in e, 4 entries: O -0.51; C 0.74; O -0.22; O -0.39

---

No. 9
Density functional theory data (ωB97M-V/def2-TZVPD) for a 2-piece molecular cluster, C3H6NO3S overall in a non-equilibrium geometry.

The spin multiplicity is 1. The energy above the lowest of the compared OMol25 structures with the same formula, charge and spin comes out at 399.1 kJ/mol. The frontier orbital gap (alpha / beta) is 7.55 / 7.08 eV. The HOMO energy (alpha / beta) is -3.9 / -3.6 eV. Its total charge is -1.

Positions of all 14 atoms, in Å:
C -0.117 -0.989 -0.056
C -1.640 0.869 0.670
C -1.264 -0.056 -0.443
N -0.020 -2.245 -0.173
O 2.471 1.005 -1.475
O 3.349 -0.779 0.010
O 2.465 1.337 0.969
S 2.397 0.352 -0.134
H -2.031 0.394 1.574
H -2.524 1.478 0.392
H -0.863 1.639 0.753
H -0.903 0.368 -1.415
H -2.146 -0.642 -0.520
H 0.825 -2.730 -0.151

natural (NBO) atomic charge list, values in e, 4 entries: C 0.28; C -0.61; C -0.53; N -0.73

---

No. 10
Density functional theory data (ωB97M-V/def2-TZVPD) for a 2-piece molecular cluster, C3H6NO4 overall in a non-equilibrium geometry.

The spin multiplicity is 1. The energy above the lowest of the compared OMol25 structures with the same formula, charge and spin comes out at 162.1 kJ/mol. The frontier orbital gap is 8.84 eV. The HOMO energy is -4.9 eV. Its total charge is -1.

Positions of all 14 atoms, in Å:
C 2.074 -0.197 -0.383
N 0.816 -0.237 -0.975
C -0.274 -1.093 -0.603
C -1.628 -0.393 -0.043
O -2.615 -1.089 0.150
O -1.542 0.862 0.088
O 2.459 -0.923 0.555
H 2.621 0.749 -0.714
H 0.543 0.702 -1.246
H -0.365 -1.689 -1.529
H -0.039 -1.897 0.221
H 0.151 2.623 1.772
H -0.239 1.915 0.472
O 0.521 2.319 0.959

natural (NBO) atomic charge list, values in e, 4 entries: C 0.54; N -0.63; C -0.37; C 0.79

---

No. 11
Density functional theory data (ωB97M-V/def2-TZVPD) for a 2-piece molecular cluster, C3H6NO4 overall in a non-equilibrium geometry.

The spin multiplicity is 1. The energy above the lowest of the compared OMol25 structures with the same formula, charge and spin comes out at 135.9 kJ/mol. The frontier orbital gap is 8.65 eV. The HOMO energy is -4.9 eV. Its total charge is -1.

Positions of all 14 atoms, in Å:
C -0.602 1.004 1.825
N -0.322 0.107 0.891
C 0.915 -0.630 0.752
C 1.300 -0.868 -0.704
O 2.460 -1.224 -0.936
O 0.363 -0.807 -1.554
O 0.090 1.194 2.838
H -1.481 1.653 1.818
H -0.925 -0.021 0.093
H 1.620 -0.231 1.468
H 0.743 -1.627 1.176
H -1.436 0.489 -1.819
H -0.949 0.312 -3.135
O -1.777 0.650 -2.714

natural (NBO) atomic charge list, values in e, 4 entries: C 0.50; N -0.59; C -0.35; C 0.75

---

No. 12
Density functional theory data (ωB97M-V/def2-TZVPD) for a 2-piece molecular cluster, C3H6NO4 overall.

The spin multiplicity is 1. The energy above the lowest of the compared OMol25 structures with the same formula, charge and spin comes out at 171.8 kJ/mol. The frontier orbital gap is 8.43 eV. The HOMO energy is -4.6 eV. Its total charge is -1.

Positions of all 14 atoms, in Å:
O 2.426 0.382 -1.609
C 1.346 0.526 -1.098
C 1.195 0.505 0.415
N 0.295 -0.414 1.022
C -1.090 -0.137 1.292
O -1.662 -1.037 1.947
O -1.538 0.951 0.863
H 0.439 0.685 -1.710
H 2.206 0.340 0.773
H 0.940 1.503 0.778
H 0.521 -1.391 1.076
H -1.241 -1.084 -0.809
H -2.170 -0.026 -1.316
O -1.668 -0.801 -1.623

natural (NBO) atomic charge list, values in e, 4 entries: O -0.57; C 0.44; C -0.32; N -0.71